No. 1
Here is a structure of composition C45H44N11O4STi from OMol25. Energies are from the ωB97M-V functional and the def2-TZVPD basis.

Positions of all 106 atoms, in Å:
Ti 0.61 -0.13 0.13
C 5.25 -0.02 -2.76
C 4.00 -0.29 -3.29
C 2.85 0.13 -2.64
C 2.95 0.82 -1.43
C 4.21 1.10 -0.90
C 5.35 0.68 -1.56
N 1.77 1.17 -0.73
C 1.53 2.51 -0.43
C 1.96 3.60 -1.19
C 1.56 4.88 -0.82
C 0.74 5.10 0.28
C 0.31 4.03 1.05
C 0.71 2.75 0.69
N 0.36 1.57 1.34
N -0.32 1.62 2.46
C -0.55 0.36 2.88
C -1.15 0.12 4.13
C -1.27 -1.17 4.58
C -0.81 -2.23 3.78
C -0.28 -1.93 2.54
N -0.16 -0.67 2.09
H 6.14 -0.34 -3.27
H 3.91 -0.83 -4.23
H 1.86 -0.06 -3.04
H 4.28 1.63 0.05
H 6.32 0.90 -1.14
H 2.58 3.44 -2.06
H 1.89 5.72 -1.43
H 0.44 6.10 0.53
H -0.33 4.17 1.91
H -1.48 0.97 4.72
H -1.71 -1.38 5.55
H -0.87 -3.26 4.10
H 0.06 -2.71 1.87
C 2.92 3.14 3.93
C 3.88 2.16 4.61
C 5.28 2.77 4.63
C 3.40 1.94 6.06
C 3.92 0.81 3.90
C 4.76 -0.21 4.37
C 4.84 -1.45 3.76
C 4.04 -1.68 2.64
S 3.89 -3.10 1.64
C 2.74 -2.26 0.66
N 2.47 -1.05 1.04
C 3.20 -0.68 2.16
C 3.14 0.56 2.78
C 2.02 -2.81 -0.49
C 2.37 -4.00 -1.11
C 1.65 -4.42 -2.22
C 0.59 -3.64 -2.68
C 0.25 -2.46 -2.04
C 0.95 -2.01 -0.92
H 2.93 4.09 4.48
H 1.90 2.77 3.92
H 3.22 3.35 2.90
H 5.26 3.74 5.13
H 5.65 2.93 3.61
H 6.00 2.13 5.15
H 3.37 2.89 6.59
H 4.06 1.27 6.61
H 2.40 1.51 6.07
H 5.38 -0.03 5.24
H 5.50 -2.21 4.15
H 2.48 1.31 2.37
H 3.21 -4.59 -0.76
H 1.92 -5.33 -2.73
H 0.04 -3.96 -3.56
H -0.57 -1.86 -2.43
O -1.15 3.79 -3.81
C -2.05 4.34 -3.03
O -2.49 5.45 -3.24
C -2.53 3.57 -1.84
C -3.46 4.11 -0.98
N -3.65 3.20 0.00
N -2.90 2.11 -0.14
C -2.21 2.31 -1.26
C -1.23 1.29 -1.70
O -0.71 1.34 -2.81
O -0.96 0.38 -0.82
H -0.91 2.87 -3.51
H -3.97 5.05 -1.02
H -4.26 3.27 0.79
C -3.23 -1.81 -1.10
N -2.59 -2.06 0.19
C -2.70 -3.49 0.49
N -4.10 -3.94 0.52
C -4.70 -3.65 -0.79
N -4.64 -2.22 -1.12
C -5.34 -1.48 -0.07
N -4.76 -1.71 1.25
C -3.35 -1.31 1.21
C -4.81 -3.15 1.53
H -2.70 -2.36 -1.88
H -3.18 -0.75 -1.32
H -2.25 -3.69 1.46
H -2.16 -4.05 -0.27
H -5.74 -3.97 -0.77
H -4.17 -4.22 -1.55
H -6.39 -1.78 -0.06
H -5.28 -0.41 -0.30
H -2.91 -1.49 2.19
H -3.27 -0.25 0.97
H -5.85 -3.47 1.56
H -4.36 -3.34 2.51

Output
multiplicity: 2
LUMO level (alpha / beta): -0.8 / -1.3 eV
total charge: 0
energy relative to the best compared isomer or geometry (same formula, charge and spin): 0.0 kcal per mole


No. 2
Here is a structure of composition C45H44N2O2P2PdS2 from OMol25. Energies are from the ωB97M-V functional and the def2-TZVPD basis.

Positions of all 98 atoms, in Å:
Pd -0.25 3.04 0.26
S 1.87 4.10 -0.25
C 1.68 5.69 0.49
C 2.72 6.62 0.32
C 2.69 7.89 0.86
C 1.59 8.28 1.61
C 0.55 7.38 1.80
C 0.55 6.09 1.26
S -0.84 5.05 1.57
H 3.57 6.30 -0.27
H 3.52 8.58 0.69
H 1.53 9.28 2.05
H -0.32 7.67 2.38
C 3.18 -4.10 -0.35
N 3.28 -3.22 -1.52
N 2.02 -3.02 -2.11
C 1.78 -1.64 -2.29
O 0.81 -1.20 -2.87
C 2.93 -0.97 -1.66
C 3.76 -1.93 -1.24
C 5.08 -1.83 -0.55
C 1.50 -4.05 -2.92
C 2.32 -5.10 -3.32
C 1.80 -6.12 -4.11
C 0.47 -6.09 -4.52
C -0.34 -5.03 -4.11
C 0.16 -4.02 -3.31
H 2.76 -5.06 -0.66
H 2.53 -3.66 0.41
H 4.18 -4.27 0.06
H 4.20 0.71 -1.50
H 5.50 -0.84 -0.69
H 5.77 -2.58 -0.95
H 4.98 -1.99 0.53
H 3.36 -5.11 -3.03
H 2.44 -6.93 -4.42
H 0.07 -6.88 -5.14
H -1.37 -5.00 -4.42
H -0.46 -3.19 -3.00
C 3.23 0.70 0.87
O 2.55 0.98 -0.32
C 3.12 0.52 -1.51
C 2.48 1.36 -2.60
H 3.12 -0.35 1.17
H 2.79 1.35 1.62
H 4.30 0.95 0.79
H 2.55 0.87 -3.58
H 2.96 2.33 -2.64
H 1.44 1.54 -2.34
C -1.35 -0.38 0.02
P -1.67 1.48 -0.02
C -2.52 1.55 -1.65
C -3.69 2.30 -1.82
C -4.26 2.46 -3.07
C -3.68 1.87 -4.19
C -2.51 1.14 -4.04
C -1.93 0.99 -2.79
C -3.23 1.44 1.01
C -4.28 0.54 0.80
C -5.43 0.58 1.58
C -5.56 1.54 2.57
C -4.53 2.45 2.78
C -3.38 2.40 2.00
P -0.03 -0.70 1.25
C -0.23 -2.51 1.60
C 0.35 -3.03 2.76
C 0.31 -4.38 3.05
C -0.29 -5.27 2.17
C -0.86 -4.78 1.01
C -0.84 -3.42 0.73
C -0.76 -0.02 2.80
C -0.31 1.23 3.21
C -0.85 1.84 4.33
C -1.83 1.20 5.06
C -2.30 -0.05 4.66
C -1.77 -0.65 3.53
H -0.94 -0.65 -0.95
H -2.25 -0.97 0.21
H -4.14 2.77 -0.96
H -5.16 3.06 -3.18
H -4.13 1.99 -5.17
H -2.03 0.69 -4.90
H -0.99 0.46 -2.70
H -4.20 -0.20 0.01
H -6.23 -0.13 1.39
H -6.46 1.58 3.18
H -4.62 3.21 3.55
H -2.57 3.11 2.15
H 0.81 -2.34 3.46
H 0.76 -4.74 3.97
H -0.31 -6.33 2.39
H -1.33 -5.46 0.31
H -1.29 -3.06 -0.19
H 0.41 1.76 2.59
H -0.52 2.84 4.61
H -2.27 1.68 5.93
H -3.09 -0.54 5.21
H -2.15 -1.61 3.21

Output
LUMO level: 3.6 eV
total charge: -2


No. 3
Here is a structure of composition C45H44N8O7Zr from OMol25. Energies are from the ωB97M-V functional and the def2-TZVPD basis.

Positions of all 105 atoms, in Å:
Zr 0.02 0.11 -0.06
C -3.83 2.95 2.57
N -3.48 1.64 2.06
C -4.24 0.52 2.58
C -2.48 1.46 1.20
O -2.10 0.34 0.84
C -1.75 2.67 0.64
O -1.08 2.25 -0.55
C -1.90 2.41 -1.68
C -1.49 1.36 -2.69
O -0.73 0.46 -2.34
N -1.96 1.46 -3.94
C -2.75 2.59 -4.39
C -1.44 0.56 -4.96
H -4.11 2.85 3.62
H -2.99 3.64 2.53
H -4.68 3.38 2.03
H -5.30 0.68 2.37
H -3.89 -0.40 2.12
H -4.09 0.43 3.65
H -2.44 3.48 0.41
H -0.99 2.98 1.35
H -2.96 2.26 -1.44
H -1.78 3.40 -2.12
H -3.43 2.94 -3.62
H -2.12 3.43 -4.71
H -3.35 2.28 -5.24
H -1.03 -0.32 -4.49
H -2.26 0.28 -5.63
H -0.65 1.04 -5.54
O -1.83 -1.43 -0.96
C -1.56 -2.67 -1.56
C -0.08 -2.88 -1.78
C 0.30 -3.98 -2.55
C 1.64 -4.25 -2.71
C 2.56 -3.38 -2.13
C 2.08 -2.30 -1.41
N 0.78 -2.05 -1.21
H -2.27 -1.56 -0.11
H -2.04 -2.73 -2.54
H -1.95 -3.49 -0.96
H -0.46 -4.61 -2.98
H 1.97 -5.10 -3.29
H 3.62 -3.54 -2.23
H 2.77 -1.60 -0.98
N 10.60 2.37 -0.38
C 9.48 2.10 -0.36
C 8.08 1.76 -0.34
C 7.65 0.58 -0.93
C 6.30 0.25 -0.90
C 5.39 1.10 -0.29
C 5.83 2.28 0.30
C 7.17 2.61 0.28
C 3.93 0.75 -0.24
C 3.57 -0.14 0.73
C 4.47 -0.71 1.70
C 3.73 -1.54 2.48
C 2.39 -1.44 1.98
N 2.28 -0.64 0.95
C 3.13 1.39 -1.22
C 3.69 2.24 -2.20
C 2.63 2.74 -2.94
C 1.49 2.17 -2.38
N 1.75 1.35 -1.34
H 8.36 -0.08 -1.41
H 5.95 -0.67 -1.35
H 5.11 2.94 0.77
H 7.52 3.53 0.74
H 5.52 -0.50 1.79
H 4.05 -2.14 3.32
H 1.52 -1.94 2.36
H 4.73 2.46 -2.33
H 2.66 3.44 -3.76
H 0.49 2.40 -2.69
O -1.73 -0.71 3.38
C -1.27 -1.77 2.98
N -1.23 -2.90 3.76
C -0.65 -4.02 3.07
C -0.41 -3.35 1.68
O 0.03 -3.99 0.74
N -0.68 -2.03 1.74
C 0.72 -4.42 3.60
C 1.38 -3.65 4.55
C 2.66 -4.00 4.97
C 3.29 -5.11 4.44
C 2.63 -5.88 3.49
C 1.36 -5.54 3.07
C -1.62 -5.19 3.01
C -2.47 -5.40 1.93
C -3.41 -6.42 1.95
C -3.51 -7.26 3.06
C -2.66 -7.06 4.14
C -1.73 -6.04 4.11
H -1.69 -2.94 4.65
H 0.90 -2.77 4.95
H 3.16 -3.39 5.71
H 4.28 -5.38 4.77
H 3.12 -6.75 3.06
H 0.86 -6.13 2.31
H -2.38 -4.77 1.06
H -4.05 -6.58 1.10
H -4.23 -8.06 3.07
H -2.73 -7.71 5.01
H -1.05 -5.90 4.95
O 0.38 1.17 1.23

Output
LUMO level: -0.1 eV
total charge: 0
energy relative to the best compared isomer or geometry (same formula, charge and spin): 0.0 kcal per mole


No. 4
Here is a structure of composition C45H44P2V from OMol25. Energies are from the ωB97M-V functional and the def2-TZVPD basis.

Positions of all 92 atoms, in Å:
V 0.30 -1.66 -1.51
C 0.86 -1.79 -3.64
C 0.96 -0.50 -2.81
C 0.11 0.68 -3.22
C -1.32 0.41 -2.71
C -1.34 -0.72 -1.70
C -1.55 -2.18 -2.16
C -1.64 -2.47 -3.65
C -0.39 -2.10 -4.46
C -0.83 2.06 2.67
H 1.63 -1.63 -4.45
H 2.01 -0.23 -2.62
H 0.13 0.84 -4.31
H 0.51 1.60 -2.79
H -1.70 1.31 -2.22
H -2.03 0.24 -3.54
H -1.93 -0.46 -0.81
H -2.49 -2.52 -1.70
H -2.54 -1.98 -4.05
H -1.81 -3.54 -3.77
H -0.15 -2.95 -5.12
H -0.61 -1.27 -5.14
H -0.70 0.98 2.53
H -1.63 2.24 3.40
H 0.10 2.49 3.06
P 1.68 0.66 0.36
P -1.27 2.87 1.14
C 1.36 2.40 0.31
C 0.05 2.78 -0.03
C 3.42 0.53 0.66
C 4.36 0.83 -0.36
C 5.72 0.60 -0.13
C 6.16 0.06 1.10
C 5.22 -0.25 2.10
C 3.85 -0.04 1.89
C 2.25 -2.37 -1.76
C 1.43 -2.92 -2.80
C 1.55 -4.29 -3.12
C 2.48 -5.03 -2.39
C 3.33 -4.44 -1.43
C 3.23 -3.07 -1.13
C -1.66 4.59 1.60
C -0.59 5.44 1.91
C -0.84 6.75 2.32
C -2.16 7.21 2.44
C -3.22 6.36 2.13
C -2.98 5.05 1.71
C -2.77 2.09 0.49
C -3.45 1.12 1.23
C -4.52 0.42 0.67
C -5.00 0.76 -0.60
C -4.36 1.77 -1.33
C -3.24 2.42 -0.80
H 2.17 3.13 0.49
H -0.18 3.07 -1.06
H 3.99 1.24 -1.30
H 6.45 0.84 -0.90
H 7.23 -0.12 1.27
H 5.56 -0.65 3.06
H 3.10 -0.31 2.64
H -0.79 -2.91 -1.66
H 0.95 -4.71 -3.94
H 2.58 -6.10 -2.59
H 4.09 -5.06 -0.93
H 3.92 -2.58 -0.44
H 0.44 5.08 1.82
H -0.01 7.42 2.54
H -2.35 8.23 2.78
H -4.24 6.72 2.20
H -3.82 4.38 1.48
H -3.15 0.91 2.25
H -5.00 -0.39 1.23
H -5.87 0.25 -1.01
H -4.73 2.06 -2.31
H -2.72 3.18 -1.39
C -1.11 -1.21 4.34
C -1.98 -1.12 3.23
C -1.52 -1.42 1.95
C -0.32 -2.12 1.77
C 0.12 -2.69 0.52
C 0.72 -3.93 0.60
C 1.46 -4.29 1.76
C 1.41 -3.49 2.89
C 0.45 -2.45 2.95
C 0.12 -1.84 4.19
H -1.41 -0.81 5.30
H -3.00 -0.79 3.39
H -2.14 -1.21 1.07
H 0.69 -4.64 -0.24
H 2.08 -5.20 1.75
H 2.01 -3.71 3.78
H 0.81 -1.94 5.03

Output
multiplicity: 2
LUMO level (alpha / beta): -6.5 / -6.8 eV
total charge: +2


| no. | calculated total energy (eV) |
| --- | --- |
| 1 | -105915.115 |
| 2 | -98183.913 |
| 3 | -74917.172 |
| 4 | -91620.906 |